(1)
Density functional theory data (ωB97M-V/def2-TZVPD) for a cluster of 3 separate species, C14H29F3O8S3 in total in a non-equilibrium geometry.

Bonds (Å) are listed after each position.
Positions of all 57 atoms, in Å:
1 O -1.758 -2.597 3.461  S2 1.438
2 S -0.961 -1.487 3.905  O1 1.438, O3 1.431, O4 1.576, C5 1.761
3 O -1.594 -0.307 4.408  S2 1.431
4 O 0.064 -1.979 4.997  S2 1.576, H21 0.975
5 C 0.086 -1.020 2.568  S2 1.761, C6 1.529, H22 1.084, H23 1.096
6 C 1.230 -0.081 2.954  C5 1.529, C7 1.539, H24 1.096, H25 1.092
7 C 2.584 -0.725 3.296  C6 1.539, C8 1.555, H26 1.091, H27 1.093
8 C 3.323 -1.495 2.165  C7 1.555, C9 1.555, C13 1.546, S18 1.878
9 C 4.836 -1.435 2.518  C8 1.555, F10 1.320, F11 1.337, F12 1.318
10 F 5.607 -2.035 1.630  C9 1.320
11 F 5.231 -0.158 2.536  C9 1.337
12 F 5.105 -1.923 3.712  C9 1.318
13 C 3.174 -0.844 0.772  C8 1.546, C14 1.532, H28 1.089, H29 1.090
14 C 3.153 -1.860 -0.374  C13 1.532, C15 1.509, H30 1.092, H31 1.092
15 C 1.937 -2.735 -0.193  C14 1.509, S16 1.809, O17 1.447, H32 1.093
16 S 1.415 -3.638 -1.671  C15 1.809, H33 1.337
17 O 2.221 -3.719 0.829  C15 1.447, S18 1.602
18 S 2.874 -3.317 2.236  C8 1.878, O17 1.602, O19 1.428, O20 1.434
19 O 4.072 -4.087 2.344  S18 1.428
20 O 1.859 -3.482 3.235  S18 1.434
21 H 0.223 -2.929 4.849  O4 0.975
22 H 0.381 -1.942 2.081  C5 1.084
23 H -0.594 -0.498 1.886  C5 1.096
24 H 0.916 0.481 3.841  C6 1.096
25 H 1.353 0.675 2.176  C6 1.092
26 H 2.465 -1.369 4.169  C7 1.091
27 H 3.239 0.087 3.622  C7 1.093
28 H 2.242 -0.284 0.703  C13 1.089
29 H 3.991 -0.143 0.606  C13 1.090
30 H 3.081 -1.338 -1.332  C14 1.092
31 H 4.058 -2.471 -0.390  C14 1.092
32 H 1.053 -2.148 0.072  C15 1.093
33 H 2.399 -4.542 -1.635  S16 1.337
34 C -2.591 -1.113 -0.967  C35 1.520, H38 1.094, H39 1.091, H40 1.090
35 C -2.120 0.304 -0.680  C34 1.520, C36 1.518, O37 1.435, H41 1.091
36 C -2.556 1.282 -1.756  C35 1.518, H42 1.095, H43 1.088, H44 1.090
37 O -0.692 0.326 -0.535  C35 1.435, H45 0.964
38 H -2.168 -1.468 -1.912  C34 1.094
39 H -2.271 -1.796 -0.179  C34 1.091
40 H -3.678 -1.159 -1.041  C34 1.090
41 H -2.510 0.626 0.286  C35 1.091
42 H -2.132 0.991 -2.722  C36 1.095
43 H -2.212 2.290 -1.530  C36 1.088
44 H -3.641 1.308 -1.852  C36 1.090
45 H -0.310 0.053 -1.377  O37 0.964
46 C -2.618 5.392 -4.540  C47 1.521, H50 1.093, H51 1.090, H52 1.091
47 C -3.242 4.105 -4.024  C46 1.521, C48 1.521, O49 1.427, H53 1.091
48 C -4.475 3.716 -4.824  C47 1.521, H54 1.093, H55 1.090, H56 1.091
49 O -3.561 4.223 -2.638  C47 1.427, H57 0.964
50 H -3.329 6.218 -4.451  C46 1.093
51 H -1.734 5.650 -3.957  C46 1.090
52 H -2.330 5.301 -5.588  C46 1.091
53 H -2.507 3.300 -4.077  C47 1.091
54 H -5.239 4.495 -4.743  C48 1.093
55 H -4.902 2.789 -4.442  C48 1.090
56 H -4.237 3.581 -5.880  C48 1.091
57 H -4.210 4.929 -2.544  O49 0.964

Calculated values
**SMILES**: O=S(=O)(O)CCC[C@]1(C(F)(F)F)CC[C@@H](S)OS1(=O)=O.CC(C)O.CC(C)O
**LUMO**: 0.27 eV
**Orbital gap**: 0.382 hartree
**E_HOMO**: -10.130 eV
**Molecular weight**: 478.57 g/mol

Atomic partial charges in e from the natural (NBO) method, atoms 1 to 4:
1. O -0.941
2. S 2.392
3. O -0.929
4. O -0.890


(2)
Density functional theory data (ωB97M-V/def2-TZVPD) for a cluster of 7 separate species, C28H48NO20PS in total in a non-equilibrium geometry.

Bonds (Å) are listed after each position.
Positions of all 99 atoms, in Å:
1 C 3.462 -3.553 1.699  O2 1.422, H10 1.094, H11 1.091, H12 1.094
2 O 2.086 -3.740 2.004  C1 1.422, C3 1.397
3 C 1.248 -3.505 0.911  O2 1.397, S4 1.836, C5 1.574, H13 1.096
4 S 1.067 -1.721 0.519  C3 1.836, H14 1.368
5 C -0.122 -4.220 1.209  C3 1.574, O6 1.410, H15 1.097, H16 1.092
6 O -1.172 -3.339 0.880  C5 1.410, C7 1.408
7 C -2.191 -3.940 0.117  O6 1.408, P8 1.867, H17 1.096, H18 1.096
8 P -3.629 -4.264 1.263  C7 1.867, N9 1.602, H19 1.425, H20 1.429
9 N -4.238 -2.886 1.805  P8 1.602, H21 1.011
10 H 4.033 -4.477 1.822  C1 1.094
11 H 3.567 -3.189 0.675  C1 1.091
12 H 3.896 -2.803 2.366  C1 1.094
13 H 1.660 -3.970 0.009  C3 1.096
14 H 0.192 -1.214 1.439  S4 1.368
15 H -0.106 -4.451 2.282  C5 1.097
16 H -0.172 -5.176 0.682  C5 1.092
17 H -2.545 -3.194 -0.604  C7 1.096
18 H -1.879 -4.822 -0.454  C7 1.096
19 H -3.092 -5.017 2.348  P8 1.425
20 H -4.604 -5.041 0.564  P8 1.429
21 H -4.137 -2.875 2.811  N9 1.011
22 C -3.093 -2.163 -5.631  C23 1.522, H29 1.091, H30 1.088, H31 1.090
23 C -3.256 -2.793 -4.255  C22 1.522, C24 1.506, O28 1.440, H32 1.094
24 C -2.348 -3.964 -3.986  C23 1.506, O25 1.434, H33 1.089, H34 1.093
25 O -3.098 -4.710 -3.018  C24 1.434, C26 1.358
26 C -4.410 -4.463 -3.266  O25 1.358, O27 1.184, O28 1.354
27 O -5.307 -5.087 -2.809  C26 1.184
28 O -4.549 -3.409 -4.106  C23 1.440, C26 1.354
29 H -2.356 -2.693 -6.236  C22 1.091
30 H -4.035 -2.150 -6.174  C22 1.088
31 H -2.741 -1.135 -5.541  C22 1.090
32 H -3.164 -2.033 -3.474  C23 1.094
33 H -1.379 -3.670 -3.586  C24 1.089
34 H -2.198 -4.597 -4.864  C24 1.093
35 C 5.861 1.468 -0.583  C36 1.522, H42 1.089, H43 1.089, H44 1.090
36 C 5.433 0.470 -1.650  C35 1.522, C37 1.505, O41 1.445, H45 1.094
37 C 4.058 0.701 -2.218  C36 1.505, O38 1.439, H46 1.089, H47 1.088
38 O 3.682 -0.622 -2.639  C37 1.439, C39 1.348
39 C 4.311 -1.483 -1.814  O38 1.348, O40 1.193, O41 1.351
40 O 4.048 -2.642 -1.719  C39 1.193
41 O 5.275 -0.858 -1.103  C36 1.445, C39 1.351
42 H 5.075 2.190 -0.364  C35 1.089
43 H 6.131 0.964 0.344  C35 1.089
44 H 6.725 2.040 -0.920  C35 1.090
45 H 6.186 0.413 -2.440  C36 1.094
46 H 4.055 1.393 -3.058  C37 1.089
47 H 3.338 1.037 -1.474  C37 1.088
48 C 6.231 -5.610 -3.824  C49 1.522, H55 1.091, H56 1.088, H57 1.090
49 C 7.249 -4.553 -4.228  C48 1.522, C50 1.505, O54 1.440, H58 1.093
50 C 7.267 -3.331 -3.350  C49 1.505, O51 1.433, H59 1.088, H60 1.092
51 O 7.756 -2.323 -4.242  C50 1.433, C52 1.357
52 C 7.362 -2.682 -5.490  O51 1.357, O53 1.184, O54 1.357
53 O 7.391 -1.970 -6.436  C52 1.184
54 O 6.924 -3.966 -5.503  C49 1.440, C52 1.357
55 H 5.635 -5.291 -2.967  C48 1.091
56 H 5.554 -5.840 -4.644  C48 1.088
57 H 6.734 -6.532 -3.531  C48 1.090
58 H 8.245 -4.995 -4.314  C49 1.093
59 H 7.920 -3.437 -2.486  C50 1.088
60 H 6.271 -3.035 -3.014  C50 1.092
61 C -3.178 0.199 3.277  C62 1.522, H68 1.090, H69 1.089, H70 1.091
62 C -3.888 1.147 4.232  C61 1.522, C63 1.506, O67 1.441, H71 1.094
63 C -5.308 0.768 4.559  C62 1.506, O64 1.434, H72 1.088, H73 1.093
64 O -5.893 2.039 4.875  C63 1.434, C65 1.354
65 C -5.221 2.967 4.154  O64 1.354, O66 1.186, O67 1.353
66 O -5.581 4.086 3.990  C65 1.186
67 O -4.083 2.445 3.639  C62 1.441, C65 1.353
68 H -3.830 -0.608 2.940  C61 1.090
69 H -2.807 0.725 2.400  C61 1.089
70 H -2.329 -0.274 3.772  C61 1.091
71 H -3.297 1.289 5.141  C62 1.094
72 H -5.385 0.083 5.402  C63 1.088
73 H -5.842 0.347 3.702  C63 1.093
74 C -0.736 3.880 0.462  C75 1.523, H81 1.091, H82 1.088, H83 1.090
75 C 0.389 3.504 -0.493  C74 1.523, C76 1.507, O80 1.441, H84 1.093
76 C 1.293 2.404 0.000  C75 1.507, O77 1.436, H85 1.090, H86 1.093
77 O 2.521 2.693 -0.686  C76 1.436, C78 1.360
78 C 2.548 4.038 -0.884  O77 1.360, O79 1.184, O80 1.352
79 O 3.512 4.643 -1.209  C78 1.184
80 O 1.332 4.582 -0.652  C75 1.441, C78 1.352
81 H -0.688 3.311 1.392  C74 1.091
82 H -0.707 4.939 0.709  C74 1.088
83 H -1.706 3.665 0.014  C74 1.090
84 H -0.012 3.272 -1.484  C75 1.093
85 H 0.931 1.407 -0.251  C76 1.090
86 H 1.482 2.457 1.076  C76 1.093
87 C -5.570 7.081 4.824  C88 1.522, H94 1.092, H95 1.087, H96 1.090
88 C -4.509 8.172 4.799  C87 1.522, C89 1.506, O93 1.441, H97 1.094
89 C -4.948 9.468 4.173  C88 1.506, O90 1.432, H98 1.088, H99 1.093
90 O -3.710 10.015 3.706  C89 1.432, C91 1.357
91 C -2.900 8.963 3.424  O90 1.357, O92 1.185, O93 1.355
92 O -1.893 9.036 2.805  C91 1.185
93 O -3.405 7.818 3.943  C88 1.441, C91 1.355
94 H -6.494 7.400 4.339  C87 1.092
95 H -5.224 6.175 4.331  C87 1.087
96 H -5.829 6.825 5.852  C87 1.090
97 H -4.105 8.334 5.803  C88 1.094
98 H -5.430 10.143 4.879  C89 1.088
99 H -5.604 9.320 3.311  C89 1.093

Calculated values
**SMILES**: CO[C@H](S)COC[PH2]=N.C[C@@H]1COC(=O)O1.C[C@@H]1COC(=O)O1.C[C@@H]1COC(=O)O1.C[C@@H]1COC(=O)O1.C[C@@H]1COC(=O)O1.C[C@@H]1COC(=O)O1
**LUMO**: 0.05 eV
**Orbital gap**: 0.327 hartree
**E_HOMO**: -8.852 eV
**Molecular weight**: 781.72 g/mol

Atomic partial charges in e from the Mulliken method, atoms 1 to 4:
1. C -0.193
2. O -0.405
3. C 0.021
4. S -0.071


(3)
Density functional theory data (ωB97M-V/def2-TZVPD) for a cluster of 2 separate species, C4H3ClF2 in total in a non-equilibrium geometry.

Bonds (Å) are listed after each position.
Positions of all 10 atoms, in Å:
1 C -2.107 0.379 1.298  C2 1.194, H8 1.040
2 C -3.087 0.649 0.672  C1 1.194, Cl7 1.639
3 C 1.931 0.706 -1.003  C4 1.324, H9 1.046, H10 1.142
4 C 1.733 1.494 0.042  C3 1.324, F5 1.337, F6 1.279
5 F 1.053 2.630 -0.148  C4 1.337
6 F 2.092 1.253 1.246  C4 1.279
7 Cl -4.448 0.967 -0.185  C2 1.639
8 H -1.085 0.443 1.483  C1 1.040
9 H 2.374 -0.240 -0.953  C3 1.046
10 H 1.592 1.020 -2.047  C3 1.142

Calculated values
**LUMO (alpha / beta)**: 0.67 / -2.78 eV
**Orbital gap (alpha / beta)**: 0.213 / 0.265 hartree
**Energy relative to the best compared isomer or geometry (same formula, charge and spin)**: 75.9 kcal per mole
**Multiplicity**: 3
**E_HOMO (alpha / beta)**: -5.138 / -9.988 eV
**Molecular weight**: 124.52 g/mol

Atomic partial charges in e from the natural (NBO) method, atoms 1 to 4:
1. C -0.166
2. C -0.164
3. C -0.598
4. C 0.748


(4)
Density functional theory data (ωB97M-V/def2-TZVPD) for a cluster of 2 separate species, C5H15N2OP in total in a non-equilibrium geometry.

Bonds (Å) are listed after each position.
Positions of all 24 atoms, in Å:
1 C -2.449 1.219 0.950  C4 1.538, H10 1.176, H11 1.169, H12 1.156
2 C -0.319 -2.093 -1.200  C5 1.533, H13 1.165, H14 1.133, H15 1.126
3 C 2.692 -0.437 1.008  N6 1.489, H16 1.120, H17 1.149, H18 1.062
4 C -1.093 1.271 0.226  C1 1.538, N7 1.448, H19 1.075, H20 1.100
5 C -1.165 -1.158 -0.328  C2 1.533, N7 1.485, H21 1.146, H22 1.067
6 N 2.766 0.885 0.325  C3 1.489, P9 1.659, H23 1.079
7 N -1.068 0.247 -0.798  C4 1.448, C5 1.485, H24 1.028
8 O 2.454 2.241 -1.775  P9 1.467
9 P 2.328 0.868 -1.275  N6 1.659, O8 1.467
10 H -3.237 1.620 0.175  C1 1.176
11 H -2.729 0.119 1.232  C1 1.169
12 H -2.394 1.975 1.824  C1 1.156
13 H -0.664 -3.165 -0.900  C2 1.165
14 H -0.485 -1.776 -2.274  C2 1.133
15 H 0.774 -1.874 -1.041  C2 1.126
16 H 2.399 -0.344 2.084  C3 1.120
17 H 1.966 -1.168 0.499  C3 1.149
18 H 3.609 -0.970 0.985  C3 1.062
19 H -0.917 2.193 -0.297  C4 1.075
20 H -0.254 1.074 0.911  C4 1.100
21 H -2.139 -1.728 -0.528  C5 1.146
22 H -1.042 -1.213 0.730  C5 1.067
23 H 2.820 1.794 0.902  N6 1.079
24 H -1.855 0.420 -1.436  N7 1.028

Calculated values
**SMILES**: CCNCC.CNP=O
**LUMO**: 0.75 eV
**Orbital gap**: 0.349 hartree
**Energy relative to the best compared isomer or geometry (same formula, charge and spin)**: 21.3 kcal per mole
**E_HOMO**: -8.749 eV
**Molecular weight**: 150.16 g/mol

Atomic partial charges in e from the natural (NBO) method, atoms 1 to 4:
1. C -0.637
2. C -0.611
3. C -0.435
4. C -0.226


(5)
Density functional theory data (ωB97M-V/def2-TZVPD) for the molecule C3H4N2O3 in a non-equilibrium geometry.

Bonds (Å) are listed after each position.
Positions of all 12 atoms, in Å:
1 C -0.987 -1.687 1.064  C2 1.517, N4 1.147
2 C -0.086 -0.471 0.965  C1 1.517, C3 1.666, O6 1.435, O7 1.430
3 C -0.547 0.692 -0.136  C2 1.666, N5 1.341, O8 1.206
4 N -1.640 -2.620 0.927  C1 1.147
5 N -0.524 0.122 -1.351  C3 1.341, H10 0.931, H11 1.112
6 O 0.073 0.110 2.268  C2 1.435, H12 1.035
7 O 1.167 -0.978 0.500  C2 1.430, H9 0.963
8 O -0.764 1.807 0.268  C3 1.206
9 H 1.901 -0.771 1.089  O7 0.963
10 H -0.379 0.594 -2.140  N5 0.931
11 H 0.004 -0.856 -1.316  N5 1.112
12 H -0.543 0.942 2.240  O6 1.035

Calculated values
**SMILES**: N#CC(O)(O)C(N)=O
**LUMO**: 0.48 eV
**Orbital gap**: 0.413 hartree
**Energy relative to the best compared isomer or geometry (same formula, charge and spin)**: 36.2 kcal per mole
**E_HOMO**: -10.745 eV
**Molecular weight**: 116.08 g/mol

Atomic partial charges in e from the natural (NBO) method, atoms 1 to 4:
1. C 0.216
2. C 0.347
3. C 0.675
4. N -0.283


(6)
Density functional theory data (ωB97M-V/def2-TZVPD) for the molecule C19H26N2O3.

Bonds (Å) are listed after each position.
Positions of all 50 atoms, in Å:
1 C 4.192 0.247 3.457  H2 1.087, H3 1.088, H4 1.088, C5 1.525
2 H 5.135 -0.253 3.250  C1 1.087
3 H 4.304 0.828 4.370  C1 1.088
4 H 3.978 0.931 2.639  C1 1.088
5 C 3.067 -0.773 3.606  C1 1.525, C6 1.531, C42 1.531, H50 1.097
6 C 2.913 -1.611 2.335  C5 1.531, C7 1.528, H48 1.091, H49 1.092
7 C 1.743 -2.586 2.472  C6 1.528, N8 1.450, H46 1.091, H47 1.095
8 N 0.526 -1.855 2.764  C7 1.450, C9 1.348, C40 1.444
9 C -0.418 -1.729 1.810  N8 1.348, O10 1.223, C11 1.521
10 O -0.352 -2.360 0.765  C9 1.223
11 C -1.587 -0.801 2.106  C9 1.521, C12 1.530, H38 1.091, H39 1.093
12 C -2.393 -0.521 0.837  C11 1.530, C13 1.524, H36 1.086, H37 1.093
13 C -1.699 0.561 0.017  C12 1.524, O14 1.217, N15 1.366
14 O -1.398 1.613 0.550  C13 1.217
15 N -1.511 0.336 -1.317  C13 1.366, C16 1.415, C28 1.449
16 C -1.246 1.398 -2.213  N15 1.415, C17 1.391, C21 1.401
17 C -1.814 2.656 -2.035  C16 1.391, C18 1.381, H35 1.077
18 C -1.609 3.664 -2.957  C17 1.381, C19 1.385, H34 1.079
19 C -0.846 3.426 -4.088  C18 1.385, C20 1.380, H33 1.079
20 C -0.284 2.182 -4.286  C19 1.380, C21 1.391, H32 1.079
21 C -0.473 1.163 -3.357  C16 1.401, C20 1.391, O22 1.363
22 O 0.105 -0.039 -3.641  C21 1.363, C23 1.415
23 C 0.074 -0.984 -2.589  O22 1.415, C24 1.527, C28 1.535, H31 1.096
24 C 1.193 -0.735 -1.580  C23 1.527, H25 1.087, H26 1.089, H27 1.086
25 H 2.160 -0.799 -2.072  C24 1.087
26 H 1.093 0.256 -1.140  C24 1.089
27 H 1.134 -1.482 -0.793  C24 1.086
28 C -1.298 -0.972 -1.901  N15 1.449, C23 1.535, H29 1.097, H30 1.087
29 H -2.080 -1.181 -2.641  C28 1.097
30 H -1.287 -1.743 -1.134  C28 1.087
31 H 0.225 -1.954 -3.075  C23 1.096
32 H 0.313 1.965 -5.157  C20 1.079
33 H -0.687 4.209 -4.814  C19 1.079
34 H -2.056 4.632 -2.794  C18 1.079
35 H -2.415 2.841 -1.160  C17 1.077
36 H -2.578 -1.439 0.288  C12 1.086
37 H -3.357 -0.088 1.121  C12 1.093
38 H -1.226 0.156 2.486  C11 1.091
39 H -2.220 -1.270 2.863  C11 1.093
40 C 0.612 -1.117 4.003  N8 1.444, H41 1.088, C42 1.530, H45 1.097
41 H -0.337 -0.641 4.239  C40 1.088
42 C 1.736 -0.082 3.915  C5 1.531, C40 1.530, H43 1.091, H44 1.092
43 H 1.803 0.464 4.856  C42 1.091
44 H 1.504 0.632 3.122  C42 1.092
45 H 0.839 -1.833 4.803  C40 1.097
46 H 1.587 -3.142 1.546  C7 1.091
47 H 1.933 -3.294 3.286  C7 1.095
48 H 3.829 -2.169 2.137  C6 1.091
49 H 2.726 -0.950 1.486  C6 1.092
50 H 3.310 -1.444 4.438  C5 1.097

Calculated values
**SMILES**: CC1CCN(C(=O)CCC(=O)N2C[C@H](C)Oc3ccccc32)CC1
**LUMO**: 0.81 eV
**Orbital gap**: 0.325 hartree
**Energy relative to the best compared isomer or geometry (same formula, charge and spin)**: 9.7 kcal per mole
**E_HOMO**: -8.029 eV
**Molecular weight**: 330.43 g/mol

Atomic partial charges in e from the natural (NBO) method, atoms 1 to 4:
1. C -0.598
2. H 0.209
3. H 0.208
4. H 0.206